Record 1
95
Properties=species:S:1:pos:R:3:forces:R:3 method="wB97M-V/def2-TZVPD" energy_ev=-217451.9989 e_homo_ev="-5.57 / -4.40" molar_mass_g_mol=1021.7 e_lumo_ev="-1.10 / -1.12"
La -0.013 1.469 0.582 -0.2229 -1.0318 0.7726
Br 0.420 6.884 0.781 -0.1556 -0.3792 0.5292
Br 1.124 6.333 -4.670 0.1802 0.5941 -0.7589
S -0.044 -1.592 -0.682 -0.0231 0.6650 0.6907
Si 3.497 1.478 0.991 -0.2533 -0.0075 1.2541
O -4.352 -3.316 -2.073 -0.0924 -0.4444 -0.5249
O -0.433 2.187 3.025 0.0516 -0.3066 -0.7077
O -0.333 3.759 0.468 -0.6011 -0.0350 0.3886
N 1.966 1.865 1.774 1.0030 -0.3107 -0.2471
N -0.543 2.299 -1.789 -0.2691 -0.3592 0.7746
N -2.833 -2.978 5.661 0.1020 -0.5481 -0.8164
N -0.378 -3.958 -1.856 1.0511 -1.6865 -0.6218
N -2.219 -2.489 -1.823 -3.8643 -0.6330 -1.3826
C 0.592 1.858 5.202 1.3641 -0.4524 0.0484
C -3.659 3.666 3.723 -0.6212 0.2106 -0.4282
C -3.085 -5.289 -5.793 0.3250 0.0324 0.2641
C 0.516 -6.718 -1.884 0.9496 -0.9346 1.3961
C -2.074 -1.828 1.184 -3.1217 -1.0081 1.0470
C 1.069 -4.201 -1.780 0.0328 -0.7999 0.7074
C 0.453 6.361 -1.909 0.9474 0.5350 -2.8736
C -0.983 4.391 3.875 0.0798 0.3401 0.5442
C -0.206 4.389 -0.653 1.2666 0.8154 0.5545
C 0.042 4.237 -3.125 0.0731 0.0715 1.4597
C -0.390 2.086 -4.133 0.3966 1.0551 -1.7951
C 1.441 -5.566 -2.389 -0.1335 -0.2814 -0.2973
C -0.972 -2.841 -1.412 0.5137 1.0629 -0.2688
C -0.713 -1.771 0.962 2.3139 2.0045 -0.1806
C -0.065 3.427 -4.262 -0.2661 -0.1067 -0.6134
C -0.380 -2.732 3.178 1.3097 0.2913 -2.1094
C -3.323 -4.962 -4.432 -1.3364 -0.1583 -0.8248
C 3.048 1.388 -0.803 0.2540 -0.8331 -0.2338
C 0.466 5.579 -3.111 -0.5468 1.0309 1.9107
C 3.046 1.976 5.274 -1.1769 -1.1519 2.2649
C 3.135 2.221 3.934 -1.3093 -0.8940 -1.1200
C -2.622 -2.407 2.316 0.3527 -0.1263 -0.9777
C -1.755 -2.807 3.365 -1.4171 0.0236 -0.2694
C 0.151 -2.225 1.987 0.4251 -0.9796 1.6541
C 0.218 5.768 -0.710 -1.3331 -2.0220 0.2663
C -3.235 -3.320 -2.536 2.2019 1.8728 0.8018
C 4.270 -0.162 1.604 -0.2887 0.4677 -0.1595
C -1.347 3.173 3.378 -1.4044 -1.0061 0.2424
C -1.779 -3.156 -4.667 -0.6908 -0.1825 1.2245
C -3.308 4.910 4.187 -0.4537 1.3555 0.6219
C -2.081 -4.671 -6.521 1.0361 0.5142 0.6165
C -1.984 5.255 4.324 0.4678 0.2104 -1.1371
C 1.954 2.002 3.146 -0.1889 1.0013 0.7195
C -0.607 1.560 -2.868 -0.1844 -0.3562 -0.3900
C 4.799 2.816 1.066 -0.8092 0.8476 -0.7896
C 1.800 1.677 5.909 0.4982 1.1465 -2.6860
C -0.268 3.615 -1.862 0.5180 1.8691 -1.1529
C -2.776 -3.831 -3.867 1.1392 0.1922 -1.0654
C 0.697 2.022 3.835 1.4359 0.3086 0.0772
C -2.379 -3.039 4.589 0.0202 0.3478 2.0400
C -2.698 2.795 3.272 0.6783 -0.2043 -0.0359
C -1.352 -3.607 -5.893 -0.3324 -0.4853 -0.4425
H -3.674 -6.034 -6.322 0.0807 -0.1335 0.4856
H -0.889 0.517 -2.773 0.1572 -0.0110 0.2859
H -2.832 -1.600 0.457 0.1151 0.3028 -0.3754
H -0.451 1.489 -5.061 -0.1258 0.1497 0.8398
H -2.981 1.834 2.843 0.1932 0.0547 0.2698
H -2.791 -1.839 -1.241 1.1911 -0.9717 -0.4102
H 5.658 2.627 1.688 0.1536 0.0773 0.4065
H 0.720 7.467 -1.886 -0.2406 -1.7169 -0.4787
H 5.161 2.946 0.034 0.0874 0.0213 0.2238
H 1.249 -2.214 1.845 -0.7684 -0.1168 0.0188
H -4.071 5.688 4.399 0.4630 -0.8425 0.0532
H 0.049 3.968 -5.220 0.0702 -0.8939 0.4156
H 1.444 -4.271 -0.736 -0.5773 0.3699 -0.2327
H 2.541 -5.760 -2.249 -1.1419 0.0644 0.4436
H 1.838 1.210 6.836 -0.2246 -0.1904 1.8026
H -1.345 -2.231 -4.321 0.1083 -0.0253 0.4333
H -4.714 3.459 3.670 -0.1598 -0.4361 -0.1911
H 5.206 -0.023 2.176 -0.3798 -0.0444 -0.4181
H 2.105 0.899 -1.068 -0.1348 0.0248 -0.1981
H -3.675 -2.744 2.350 0.5862 0.8851 0.0432
H 0.267 -3.259 3.831 0.6041 0.0922 0.8837
H -4.098 -5.504 -3.879 0.3252 0.1424 -0.2025
H 3.806 0.655 -1.146 -0.2553 0.6235 -0.4646
H 1.373 -5.527 -3.467 -0.2714 0.1302 -0.5334
H -0.364 1.797 5.693 -0.2426 -0.1117 0.0246
H 0.274 -6.585 -0.801 0.3178 0.0688 -0.6384
H -1.732 6.274 4.560 0.1646 0.0736 0.4101
H 4.441 -0.788 0.718 0.1903 -0.0482 0.2975
H 1.602 -3.371 -2.237 0.1176 0.0094 -0.2319
H 3.140 2.366 -1.280 -0.0009 -0.2575 -0.1895
H 4.270 3.768 1.318 0.6436 -0.5601 0.0395
H -0.463 -3.074 -6.291 -0.9228 -0.6354 -0.2802
H 3.562 -0.678 2.254 -0.0097 -0.0880 -0.0010
H -0.922 -4.670 -2.331 0.0861 0.3420 0.1999
H 1.041 -7.725 -1.916 -0.6140 1.2014 -0.2585
H -0.473 -6.843 -2.348 0.4818 0.2981 -0.3670
H 4.070 2.389 3.417 0.0383 -0.0052 0.1955
H 0.059 4.652 3.944 0.1985 0.0904 0.0076
H -1.810 -5.067 -7.511 -0.2137 0.4732 0.4552
H 3.893 1.823 5.958 0.0179 0.4516 -0.7248



Record 2
91
Properties=species:S:1:pos:R:3:forces:R:3 method="wB97M-V/def2-TZVPD" total_charge=-2 energy_ev=-161763.7965 e_homo_ev=-1.89 molar_mass_g_mol=871.9 e_lumo_ev=3.80
As -1.082 0.089 -2.474 -0.1548 -0.1998 -0.0209
K 1.310 0.886 0.005 -0.1589 -1.2130 -0.9166
S 0.531 3.175 2.165 -0.2936 -0.1474 -0.3072
S -2.296 1.606 0.012 -0.1955 -0.0102 -0.0901
O 3.014 2.370 1.200 0.1307 0.2677 0.0638
O -3.256 -0.235 7.143 0.0060 0.0222 0.0624
O -4.044 1.186 5.645 -0.0085 0.0188 0.0332
O 3.723 -0.410 -4.225 -0.0702 0.0181 -0.0004
O 3.253 4.546 0.669 0.0688 -0.0083 0.0808
O 2.023 -0.350 -2.746 0.0709 -0.0164 0.0674
O 0.209 1.728 1.911 -0.3305 0.6759 1.0712
N 2.629 -1.820 0.329 0.1817 0.0498 -0.0970
N 3.184 1.817 -1.535 0.6261 0.2457 -0.2101
N 0.695 -1.345 2.196 -0.1188 0.0818 0.1586
C 3.544 -2.080 -0.594 -0.0378 -0.0712 0.0894
C -0.887 3.910 4.395 0.0175 0.0168 -0.0004
C 2.367 -2.759 1.235 -0.2709 0.1429 0.2995
C -2.998 0.508 -2.416 0.0950 0.0000 -0.0215
C -0.813 -2.213 -6.653 -0.0018 0.0055 0.0074
C -1.748 -2.078 -4.440 -0.0018 -0.0058 0.0021
C -3.889 0.239 -3.450 -0.0319 0.0171 0.0335
C -1.061 -0.897 5.432 0.1076 -0.0615 -0.0741
C -0.094 -1.289 4.518 -0.1090 0.0019 0.1434
C 3.605 1.424 -2.740 -0.1016 -0.0291 0.0476
C -1.433 -0.399 2.714 -0.0985 0.0160 0.1587
C 0.043 -2.390 -1.483 -0.0054 -0.0070 0.0068
C -2.210 -0.250 4.995 -0.1331 0.0841 0.1532
C -3.189 0.205 6.025 0.0543 -0.0799 -0.1589
C -1.078 -1.565 -1.385 0.0350 0.1462 -0.0059
C -5.640 1.371 -2.275 -0.0175 -0.0211 -0.0453
C -1.034 -0.908 -4.187 0.0351 0.1098 0.0344
C 3.013 -3.984 1.277 0.1072 -0.0107 -0.0759
C -1.031 3.827 2.871 -0.0294 -0.0152 0.1249
C 0.110 -3.570 -0.754 -0.0818 -0.0203 -0.0879
C -0.287 -1.049 3.160 0.2062 0.0086 -0.2744
C -0.931 -3.933 0.091 0.0111 0.0104 -0.0290
C -2.390 -0.012 3.630 0.0536 -0.0329 -0.1009
C -5.212 0.660 -3.392 0.0155 0.0123 0.0208
C -4.760 1.657 -1.248 0.0427 0.0478 0.0939
C 3.694 2.932 -1.003 -0.0194 0.0362 -0.0389
C 1.331 3.190 3.776 0.1165 0.0018 0.0984
C 3.272 3.327 0.425 0.1986 0.0573 -0.0131
C 4.546 2.144 -3.468 0.0004 -0.0033 -0.0043
C -0.193 -0.417 -5.178 0.0320 -0.0342 -0.0395
C 4.243 -3.286 -0.642 0.0184 0.0464 -0.0922
C 3.977 -4.250 0.311 -0.0485 -0.0477 0.0878
C -2.116 -1.928 -0.533 0.0094 -0.0129 0.0036
C 5.040 3.323 -2.935 0.0129 -0.0158 -0.0322
C -1.645 -2.725 -5.663 0.0022 -0.0032 0.0052
C -2.041 -3.106 0.203 -0.0332 0.0229 0.0158
C 4.607 3.730 -1.685 -0.0394 0.0222 -0.0078
C -0.082 -1.061 -6.406 0.0028 0.0085 0.0244
C 3.053 0.094 -3.301 0.0912 0.0573 -0.0121
C 1.293 -2.454 2.219 0.1964 -0.0715 -0.1823
C -3.414 1.245 -1.282 -0.0072 -0.0252 0.0113
C 0.217 2.924 4.779 -0.0090 -0.0297 -0.0322
H 1.047 -3.246 2.940 -0.0072 -0.0050 -0.0127
H -6.669 1.710 -2.207 -0.0002 -0.0015 -0.0006
H -0.574 4.919 4.683 -0.0172 0.0008 0.0048
H 4.499 -5.199 0.303 0.0047 0.0037 -0.0100
H -5.092 2.220 -0.383 -0.0069 -0.0030 -0.0095
H -0.925 -1.064 6.493 -0.0123 0.0081 0.0067
H -2.854 -3.372 0.870 0.0048 -0.0061 0.0011
H -1.830 3.708 4.907 -0.0057 -0.0381 -0.0094
H 4.967 -3.448 -1.429 0.0024 -0.0172 0.0091
H 3.701 -1.313 -1.340 0.0099 0.0091 -0.0031
H 0.830 -1.741 4.857 0.0047 0.0013 0.0045
H 0.990 -4.200 -0.841 -0.0265 -0.0060 -0.0128
H 4.947 4.643 -1.217 -0.0089 -0.0011 0.0093
H -2.389 -2.491 -3.668 0.0020 0.0026 0.0099
H -2.208 -3.634 -5.841 0.0038 -0.0026 -0.0065
H -2.979 -1.280 -0.437 -0.0110 0.0009 0.0098
H -3.815 1.481 4.754 -0.0088 0.0021 -0.0059
H 2.752 -4.711 2.036 0.0054 -0.0092 -0.0009
H -0.721 -2.723 -7.605 -0.0044 -0.0034 0.0003
H -1.273 4.777 2.395 0.0183 0.0209 0.0231
H -1.552 -0.147 1.668 -0.0145 -0.0609 -0.0220
H 5.763 3.915 -3.487 -0.0020 0.0003 0.0030
H 0.547 3.044 5.813 0.0045 0.0252 -0.0048
H 0.596 -0.672 -7.155 -0.0003 -0.0086 -0.0035
H 0.869 -2.085 -2.119 -0.0247 -0.0306 -0.0227
H -0.134 1.896 4.652 -0.0014 0.0082 0.0080
H -3.271 0.485 3.234 -0.0100 0.0000 -0.0090
H -5.892 0.437 -4.206 -0.0100 0.0058 0.0044
H -0.875 -4.852 0.664 -0.0046 -0.0080 0.0112
H 1.794 4.172 3.901 -0.0210 0.0076 0.0151
H -1.762 3.087 2.542 -0.0113 0.0227 -0.0197
H 0.417 0.455 -4.974 -0.0128 0.0026 0.0083
H 4.861 1.746 -4.422 0.0100 0.0075 -0.0007
H -3.551 -0.305 -4.323 0.0101 0.0050 0.0031
H 2.114 2.438 3.707 0.0034 0.0086 -0.0064



Record 3
22
Properties=species:S:1:pos:R:3:forces:R:3 method="wB97M-V/def2-TZVPD" energy_ev=-30586.2844 spin_multiplicity=2 e_homo_ev="-9.19 / -8.52" molar_mass_g_mol=160.3 e_lumo_ev="-1.11 / -3.13"
S -0.236 -1.249 1.981 -0.0645 0.0045 1.1993
S 1.411 1.620 -1.126 0.5992 0.5152 -0.1442
O -2.537 0.992 2.206 -0.7584 0.7827 -0.2793
O 2.946 0.406 1.463 -0.6972 1.4090 -2.1951
N -1.295 0.529 -0.634 -0.0630 -0.2751 -2.3950
C 0.188 -1.271 0.324 -2.1969 -1.2909 -2.4360
C -0.988 -0.973 -0.754 0.2204 3.5589 3.2966
C -0.438 -1.248 -2.098 -0.9251 1.1025 -1.0158
H 2.148 2.583 -1.727 -0.0386 -0.0667 0.2359
H -0.577 -2.306 -2.207 0.3575 -0.5937 -0.8820
H 0.587 -2.200 -0.056 0.1920 -0.9351 0.5539
H 1.021 -0.647 0.203 1.2158 1.3697 -0.3051
H -0.790 1.177 -1.345 -1.1313 -2.0133 1.2491
H -1.923 -1.421 -0.327 0.8183 -0.2154 -1.0319
H -2.498 1.445 3.057 0.3345 -0.5326 -0.1196
H 0.629 -0.969 -1.953 -0.5597 -0.2648 -1.1368
H -1.009 -0.623 -2.925 1.4003 -1.4714 1.5542
H -1.944 0.237 2.157 0.1516 -0.1028 0.5636
H 2.729 1.011 0.624 1.0230 -1.6531 2.7324
H 3.733 0.727 1.926 -0.2848 0.1849 -0.4688
H -0.301 1.277 0.948 1.2246 0.4700 0.7115
H -0.856 0.904 0.263 -0.8177 0.0175 0.3130



Asked for energy relative to the best compared isomer or geometry (same formula, charge and spin) across the records above, the calculation gives 99.8; 0.0; 102.8 kcal per mole in order.